# C19H28NO5Tc

A structure of composition C19H28NO5Tc (ωB97M-V/def2-TZVPD, OMol25).

Cartesian coordinates (Å):
O 0.694 -0.528 -1.748
C 1.010 0.353 -2.931
C 0.980 -0.713 -3.990
H 2.011 0.801 -2.826
H 0.235 1.113 -3.073
C 0.686 -1.579 -2.754
H 1.965 -0.825 -4.449
H 0.186 -0.673 -4.734
C 1.823 -2.542 -2.524
H 2.681 -1.951 -2.170
H 2.132 -3.066 -3.435
H 1.503 -3.326 -1.832
C -0.721 -2.139 -2.720
H -1.416 -1.298 -2.595
H -0.833 -2.818 -1.865
H -1.010 -2.667 -3.634
Tc 0.109 -1.111 1.004
C -1.087 -0.874 2.699
C -1.354 0.524 3.010
C -2.459 0.935 2.251
H -0.847 1.126 3.767
C -2.846 -0.068 1.341
C -1.952 -1.191 1.521
H -2.215 -2.203 1.228
H -1.057 -1.531 3.571
H -3.002 1.860 2.423
H -3.700 -0.025 0.664
C 0.981 -2.291 2.663
C 0.197 -3.142 1.822
C 0.778 -3.110 0.519
H -0.687 -3.712 2.085
C 1.969 -2.291 0.583
C 2.057 -1.754 1.902
H 2.823 -1.061 2.242
H 0.828 -2.040 3.706
H 0.384 -3.653 -0.324
H 2.670 -2.103 -0.219
O 0.290 3.623 -2.090
C -0.221 2.622 -1.167
C -1.150 3.280 -0.136
H 0.637 2.129 -0.641
H -0.758 1.832 -1.730
C -0.668 4.745 -0.123
H -1.058 2.808 0.852
H -2.178 3.203 -0.531
C 0.263 4.882 -1.352
H -0.081 4.969 0.773
H -1.468 5.486 -0.212
H 1.290 5.134 -1.022
H -0.069 5.680 -2.040
O -0.379 -1.299 5.972
N 0.395 -0.370 6.235
O 0.873 0.402 5.400
O 0.768 0.450 0.633

Summary:
E_HOMO (spin up / spin down) = -11.08 / -11.50 eV
Multiplicity = 4
Gap between HOMO and LUMO (spin up / spin down) = 6.44 / 5.70 eV
Charge = +1

Results of the Mulliken charge analysis, in e, for atoms 1 through 5: -0.1271 -0.5726 -0.7530 0.2347 0.3300

# C4H6O2

A structure of composition C4H6O2 (ωB97M-V/def2-TZVPD, OMol25).

Cartesian coordinates (Å):
C 0.860 -0.521 1.096
O 1.183 -1.155 -0.030
C 0.213 0.673 -0.740
C -0.946 -0.129 -1.178
O -1.483 -0.141 0.166
C -0.285 0.532 0.627
H 1.632 0.166 1.451
H 0.576 -1.159 1.923
H 0.980 1.220 -1.246
H -1.634 0.303 -1.916
H -0.621 -1.132 -1.484
H -0.476 1.343 1.332

Summary:
E_HOMO (spin up / spin down) = -8.84 / -8.44 eV
Multiplicity = 1
Gap between HOMO and LUMO (spin up / spin down) = 8.09 / 7.35 eV

Results of the Mulliken charge analysis, in e, for atoms 1 through 5: -0.4852 -0.5864 -0.3412 -0.2402 -0.4238

# C48H108F6N4P2

A cluster of 6 separate species, C48H108F6N4P2 in total (ωB97M-V/def2-TZVPD, OMol25).

Cartesian coordinates (Å):
C -3.220 0.120 -2.939
C -3.967 -1.210 -3.031
C -3.434 -2.378 -2.178
C -1.910 -2.472 -2.227
P -1.175 -3.954 -1.468
C -1.986 -5.443 -2.009
C -2.198 -5.526 -3.517
C -2.751 -6.877 -3.949
C -3.036 -6.918 -5.438
C -1.381 -3.683 0.332
C -0.688 -4.796 1.179
C -1.506 -6.060 1.396
C -0.846 -6.941 2.498
C 0.542 -4.027 -1.889
C 1.426 -2.947 -1.246
C 2.874 -2.983 -1.730
C 3.668 -4.222 -1.285
H -2.455 0.244 -2.168
H -3.905 0.947 -2.760
H -2.671 0.271 -3.872
H -4.121 -1.546 -4.061
H -5.016 -1.008 -2.789
H -3.920 -3.289 -2.532
H -3.851 -2.213 -1.178
H -1.428 -1.584 -1.819
H -1.650 -2.583 -3.287
H -2.873 -5.569 -1.380
H -1.304 -6.217 -1.631
H -1.227 -5.420 -4.011
H -2.913 -4.772 -3.845
H -3.717 -7.055 -3.456
H -2.154 -7.729 -3.618
H -3.153 -7.915 -5.860
H -2.159 -6.550 -5.993
H -3.843 -6.291 -5.818
H -2.457 -3.652 0.522
H -0.970 -2.744 0.704
H -0.392 -4.395 2.149
H 0.245 -5.046 0.665
H -1.490 -6.712 0.525
H -2.508 -5.888 1.791
H -1.576 -7.587 2.986
H -0.426 -6.372 3.334
H -0.046 -7.547 2.074
H 0.651 -3.938 -2.977
H 0.940 -5.033 -1.717
H 1.432 -2.940 -0.151
H 0.968 -1.979 -1.485
H 3.373 -2.087 -1.345
H 2.944 -2.860 -2.815
H 3.881 -4.160 -0.225
H 4.534 -4.270 -1.950
H 3.160 -5.116 -1.658
C 1.070 0.077 -5.996
C 2.113 1.156 -5.797
C 1.855 1.973 -4.518
N 2.569 3.267 -4.350
C 4.041 3.145 -4.664
C 2.339 3.835 -2.944
C 1.720 5.218 -3.074
C 2.141 5.615 -4.502
C 1.952 4.312 -5.250
H 0.961 -0.566 -5.116
H 1.411 -0.545 -6.820
H 0.099 0.539 -6.164
H 2.021 1.840 -6.649
H 3.146 0.810 -5.787
H 2.084 1.308 -3.676
H 0.797 2.160 -4.315
H 4.474 2.360 -4.048
H 4.470 4.127 -4.518
H 4.081 2.788 -5.690
H 3.349 3.901 -2.534
H 1.859 3.048 -2.365
H 2.087 5.857 -2.276
H 0.637 5.106 -2.992
H 3.187 5.928 -4.518
H 1.537 6.443 -4.864
H 2.325 4.291 -6.272
H 0.875 4.155 -5.345
C -2.285 -4.711 5.565
C -2.853 -4.015 4.349
C -3.398 -2.632 4.754
N -3.865 -1.725 3.634
C -4.969 -2.423 2.872
C -4.283 -0.431 4.289
C -3.061 0.481 4.179
C -2.508 0.126 2.828
C -2.727 -1.386 2.661
H -1.747 -4.046 6.244
H -1.652 -5.554 5.299
H -3.073 -5.114 6.207
H -3.622 -4.599 3.840
H -2.071 -3.876 3.595
H -2.569 -2.121 5.244
H -4.216 -2.757 5.460
H -5.740 -2.705 3.586
H -4.557 -3.269 2.339
H -5.395 -1.635 2.254
H -5.088 -0.008 3.683
H -4.676 -0.615 5.283
H -3.318 1.538 4.240
H -2.413 0.341 5.045
H -2.802 0.584 1.886
H -1.421 0.256 2.791
H -2.970 -1.696 1.652
H -1.836 -1.926 2.977
C -1.383 8.322 -0.846
C -1.785 7.021 -0.168
C -2.362 7.280 1.220
N -2.850 6.034 1.952
C -3.796 5.229 1.110
C -3.557 6.470 3.188
C -3.621 5.215 4.077
C -2.231 4.620 3.826
C -1.719 5.138 2.489
H -0.731 8.900 -0.192
H -2.244 8.957 -1.068
H -0.925 8.129 -1.814
H -0.870 6.424 -0.066
H -2.442 6.391 -0.768
H -3.262 7.891 1.185
H -1.562 7.705 1.821
H -3.235 4.863 0.257
H -4.677 5.795 0.826
H -4.061 4.380 1.736
H -4.496 6.991 3.015
H -2.926 7.147 3.769
H -4.496 4.614 3.836
H -3.688 5.489 5.127
H -2.352 3.537 3.794
H -1.554 4.890 4.631
H -1.542 4.386 1.722
H -0.823 5.743 2.595
C 9.141 0.351 2.709
C 7.877 -0.009 1.951
C 6.625 0.171 2.831
N 5.333 0.204 2.046
C 5.214 -1.065 1.258
C 5.277 1.457 1.145
C 4.281 2.384 1.857
C 3.294 1.464 2.568
C 4.166 0.335 3.058
H 9.065 1.298 3.248
H 10.011 0.449 2.062
H 9.390 -0.409 3.451
H 7.923 -1.072 1.705
H 7.749 0.550 1.025
H 6.701 1.092 3.411
H 6.535 -0.640 3.553
H 4.178 -1.331 1.065
H 5.667 -1.867 1.836
H 5.768 -0.907 0.338
H 4.967 1.114 0.162
H 6.266 1.896 1.078
H 3.721 2.923 1.089
H 4.829 3.107 2.457
H 2.631 1.095 1.788
H 2.892 2.145 3.314
H 3.658 -0.627 3.114
H 4.658 0.446 4.021
P 0.113 1.503 -0.001
F 0.480 0.141 0.807
F 0.183 2.279 1.432
F 1.750 1.592 -0.306
F -0.092 2.967 -0.658
F 0.017 0.733 -1.415
F -1.477 1.365 0.190

Summary:
E_HOMO = -17.98 eV
Multiplicity = 1
Gap between HOMO and LUMO = 10.82 eV
Charge = +4

Results of the Mulliken charge analysis, in e, for atoms 1 through 5: -0.5142 -1.0055 -0.2869 -0.2669 0.6164

# C46H74BN2O23S

A cluster of 7 separate species, C46H74BN2O23S in total (ωB97M-V/def2-TZVPD, OMol25).

Cartesian coordinates (Å):
C -1.297 -4.408 -3.673
C 0.113 -4.272 -3.839
C 0.631 -2.782 -4.156
O -0.149 -1.823 -3.913
O 1.900 -2.495 -4.721
C 2.963 -2.593 -3.710
C 2.979 -1.293 -2.743
C 4.095 -0.200 -3.156
C 5.060 0.164 -1.904
C 4.356 1.224 -0.878
C 4.302 0.598 0.594
C 3.027 1.105 1.476
O 1.780 1.345 0.800
B 1.307 -0.018 0.426
C -0.241 -0.120 -0.096
C -0.552 0.689 -1.443
C -0.334 2.269 -1.342
C -1.013 2.925 -0.044
S -1.913 4.492 -0.602
C -3.286 3.777 -1.642
N -4.612 3.512 -1.192
N -5.204 2.968 -2.316
C -4.289 2.913 -3.394
O -3.041 3.445 -2.990
O 1.599 -0.756 1.707
C 2.513 -0.017 2.576
C 1.799 0.822 3.736
C 0.189 0.770 3.699
C 2.258 0.485 5.237
C 3.032 -0.899 5.435
C 2.198 -2.205 5.045
H -1.985 -4.009 -4.485
H -1.667 -4.964 -2.746
H 0.876 -5.108 -3.733
H 4.005 -2.655 -4.188
H 2.835 -3.503 -3.027
H 3.247 -1.688 -1.694
H 1.928 -0.849 -2.673
H 4.778 -0.590 -4.007
H 3.584 0.739 -3.595
H 5.319 -0.815 -1.384
H 5.997 0.637 -2.359
H 3.301 1.389 -1.317
H 4.893 2.226 -0.960
H 5.243 0.925 1.174
H 4.281 -0.542 0.572
H 3.393 2.112 1.873
H 2.014 -0.570 -0.364
H -0.422 -1.238 -0.345
H -1.018 0.120 0.730
H -1.659 0.477 -1.714
H 0.059 0.268 -2.326
H 0.799 2.479 -1.250
H -0.652 2.734 -2.334
H -0.292 3.123 0.814
H -1.820 2.194 0.327
H -4.382 2.526 -4.452
H 3.483 -0.580 2.771
H 2.070 1.930 3.552
H -0.232 1.285 2.756
H -0.218 1.400 4.578
H -0.245 -0.280 3.786
H 1.298 0.414 5.878
H 2.822 1.397 5.669
H 4.017 -0.816 4.839
H 3.363 -0.942 6.543
H 1.708 -2.170 4.014
H 1.432 -2.395 5.863
H 2.959 -3.072 4.995
C -1.567 5.427 8.559
C -1.116 4.420 7.524
C -2.176 4.065 6.523
O -1.773 2.765 6.110
C -1.104 2.216 7.164
O -0.793 1.064 7.242
O -0.840 3.155 8.119
H -2.475 5.090 9.067
H -0.803 5.548 9.331
H -1.761 6.399 8.101
H -0.198 4.768 7.035
H -2.201 4.752 5.675
H -3.178 3.994 6.956
C -2.776 -4.578 7.661
C -1.398 -5.154 7.905
C -0.761 -4.682 9.179
O 0.625 -4.820 8.889
C 0.752 -4.673 7.537
O 1.791 -4.537 6.966
O -0.468 -4.699 6.927
H -2.758 -3.485 7.697
H -3.133 -4.853 6.666
H -3.489 -4.942 8.404
H -1.433 -6.248 7.852
H -1.042 -5.290 10.040
H -0.963 -3.629 9.403
C -0.503 -4.138 0.561
C 0.818 -4.799 0.236
C 1.624 -5.170 1.446
O 2.953 -5.164 0.932
C 2.960 -4.270 -0.098
O 3.947 -3.862 -0.635
O 1.694 -3.897 -0.433
H -0.360 -3.267 1.207
H -0.983 -3.775 -0.351
H -1.178 -4.838 1.060
H 0.657 -5.661 -0.423
H 1.362 -6.154 1.840
H 1.564 -4.433 2.252
C 5.912 0.872 -7.948
C 5.964 1.793 -6.749
C 6.280 3.217 -7.095
O 6.861 3.695 -5.887
C 7.431 2.613 -5.279
O 8.173 2.676 -4.345
O 7.045 1.453 -5.884
H 6.838 0.928 -8.528
H 5.808 -0.167 -7.626
H 5.073 1.124 -8.599
H 5.035 1.713 -6.172
H 5.391 3.794 -7.355
H 7.019 3.318 -7.896
C -6.620 5.813 -0.367
C -7.869 6.652 -0.212
C -8.360 7.248 -1.498
O -9.070 8.396 -1.042
C -8.481 8.773 0.129
O -8.693 9.809 0.689
O -7.618 7.817 0.573
H -5.822 6.379 -0.854
H -6.237 5.514 0.612
H -6.821 4.915 -0.954
H -8.652 6.072 0.290
H -9.019 6.575 -2.048
H -7.554 7.582 -2.159
C -2.666 -2.646 -8.204
C -3.093 -4.093 -8.317
C -4.178 -4.326 -9.327
O -4.797 -5.508 -8.831
C -4.607 -5.505 -7.480
O -5.157 -6.244 -6.719
O -3.710 -4.545 -7.114
H -3.522 -1.997 -8.002
H -1.972 -2.517 -7.370
H -2.179 -2.309 -9.122
H -2.220 -4.729 -8.506
H -3.788 -4.482 -10.334
H -4.928 -3.529 -9.352

Summary:
E_HOMO = -4.35 eV
Multiplicity = 1
Gap between HOMO and LUMO = 5.85 eV
Charge = -1

Results of the Mulliken charge analysis, in e, for atoms 1 through 5: -0.5570 -0.2287 0.7512 -0.4982 -0.4338

Result set for F_max: 6.6 3.3 2.6 6.5 eV Å⁻¹, one per record in the order listed.